No. 1
Entry from the Open Molecules 2025 dataset: a 18-piece molecular cluster, C20H64BrClNO21S2 overall at a distorted geometry (the ωB97M-V functional and the def2-TZVPD basis).

Geometry as XYZ:
```
110
Properties=species:S:1:pos:R:3:forces:R:3:lowdin_charge:R:1
C 3.309440 -2.906382 -0.127055 0.6 0.1 -0.1 -0.121
C 3.290767 -3.714291 1.335549 -0.5 -0.1 -1.5 -0.226
C 1.701883 -3.949471 1.732332 0.6 -0.4 -0.3 -0.220
C 1.457330 -4.416280 3.285672 -0.2 -1.1 0.0 -0.199
C 0.023396 -3.932670 3.932796 0.0 -0.2 -0.5 -0.179
C 0.082516 -2.442711 4.653298 -0.6 -0.5 -0.4 -0.149
C 0.255106 -1.315174 3.465865 -0.5 2.6 -2.5 -0.056
C -1.067379 -0.875930 2.561232 4.0 0.7 -0.8 0.079
C -2.484947 -1.626211 2.949892 -3.5 2.0 4.1 -0.332
O -3.186955 -1.132567 3.980011 4.6 -2.9 -6.3 -0.089
O -3.011392 -2.806181 2.221418 1.7 3.6 1.9 -0.576
Br -4.695036 -3.217861 2.855781 0.3 -0.2 -0.3 0.881
C -0.892805 0.260031 1.368888 1.8 -1.7 2.1 0.024
C -2.240673 0.691853 0.522001 -0.5 0.3 -0.1 -0.150
C -2.708770 2.271827 0.807657 -0.8 0.1 0.0 -0.168
C -2.635577 3.213239 -0.545085 0.2 0.3 0.6 -0.185
C -3.975100 4.198720 -0.722862 1.3 -0.8 0.8 -0.134
O -3.479388 5.430410 -1.422682 1.4 -2.4 -2.8 -0.131
C -2.808394 5.076255 -2.684389 -2.0 -3.3 -3.2 -0.124
O -3.315444 4.245253 -3.604845 2.5 4.5 5.9 -0.068
C 0.621821 0.920698 1.110244 -1.5 -1.6 1.5 -0.050
C 0.794097 2.079107 -0.051568 0.9 0.2 1.5 -0.410
S 0.329068 1.523541 -1.781017 0.1 -0.3 0.5 0.818
C 1.229004 -0.037975 -2.293196 0.5 -2.3 -0.7 -0.488
C 0.220914 -1.357581 -2.305015 -0.3 0.2 0.6 -0.178
N 1.814873 0.472375 1.979958 -3.6 -2.3 1.2 -0.426
Cl 3.432464 1.116946 1.787946 -1.8 -0.4 0.0 0.762
C 1.673105 -0.575469 3.103172 -3.2 -0.9 -0.2 -0.377
S 3.200433 -1.010012 4.149963 -1.2 0.6 -1.1 0.742
H 4.060342 -3.429112 -0.893601 -1.8 1.2 1.7 0.072
H 3.698218 -1.796300 -0.018202 -0.8 -2.2 -0.1 0.053
H 2.229710 -2.840902 -0.586742 2.1 -0.3 0.8 0.065
H 3.886974 -3.069159 2.110695 -1.2 -1.5 -1.3 0.060
H 3.824650 -4.762186 1.131438 -1.1 2.4 0.9 0.125
H 1.129834 -2.982020 1.406520 0.9 -1.7 0.9 0.086
H 1.289712 -4.823878 1.033538 0.9 2.0 1.4 0.134
H 1.418161 -5.609313 3.268981 0.2 2.6 0.1 0.128
H 2.380156 -4.157333 3.991783 -2.0 -0.4 -1.5 0.099
H -0.410603 -4.769014 4.665533 1.2 2.2 -1.3 0.114
H -0.764045 -3.854780 3.051631 1.6 -0.2 1.7 0.109
H -0.964889 -2.324344 5.212247 2.3 0.2 -1.4 0.126
H 0.899760 -2.380143 5.498569 -1.6 0.1 -2.0 0.118
H -2.133821 0.515554 -0.653770 0.2 0.4 2.7 0.087
H -3.194681 0.044571 0.831143 2.5 1.0 -0.3 0.129
H -2.101177 2.754610 1.700514 -1.2 -1.0 -1.9 0.125
H -3.844855 2.264046 1.171951 2.5 -0.2 -0.7 0.127
H -1.736352 3.974520 -0.355696 -1.9 -1.6 -0.8 0.121
H -2.459938 2.535754 -1.498130 -0.2 1.6 2.1 0.072
H -4.244074 4.543792 0.371035 0.2 -0.5 -2.5 0.146
H -4.852040 3.678487 -1.297479 1.7 1.1 1.2 0.141
H -1.718617 5.513163 -2.899014 -2.5 -0.4 0.8 0.155
H 0.094578 2.983478 0.291943 1.3 -2.1 -1.0 0.103
H 1.878185 2.534462 -0.120189 -2.1 -1.3 0.6 0.082
H 2.163033 -0.282998 -1.623903 -1.9 0.8 -1.4 0.062
H 1.611825 0.079751 -3.414961 -0.7 0.3 2.6 0.106
H -0.790635 -1.159765 -2.891254 2.3 -0.2 1.1 0.080
H 0.743085 -2.301575 -2.798041 -0.9 2.1 1.1 0.099
H -0.097134 -1.626816 -1.195338 0.8 0.5 -2.4 0.053
H 2.970857 -2.221155 4.824161 -0.7 1.1 -1.1 -0.091
O -0.781324 1.125747 -5.412894 -0.3 0.1 0.5 -0.043
H -1.656150 1.542164 -5.400656 0.3 -0.1 -0.1 0.064
H -0.457804 1.234180 -4.505942 -0.1 0.0 -0.3 0.013
O -1.841515 -4.969695 6.449894 -0.4 0.3 0.1 -0.066
H -2.244627 -5.092476 7.322418 0.2 0.0 -0.2 0.054
H -2.515099 -4.488113 5.946557 0.2 -0.2 0.2 0.033
O 1.258812 0.159114 -7.219842 -0.2 -0.4 0.3 -0.065
H 0.647111 0.498620 -6.549445 0.1 0.1 -0.2 -0.023
H 1.048726 -0.785441 -7.271454 0.2 0.3 -0.1 0.035
O -1.732223 -1.207812 -7.760627 -0.3 0.3 0.2 -0.062
H -2.585133 -0.807348 -7.986560 0.3 -0.2 0.0 0.041
H -1.284656 -0.525794 -7.237636 -0.1 -0.1 -0.2 -0.005
O -4.313907 1.923061 5.004526 0.1 -0.3 -0.3 -0.070
H -3.885318 1.099009 4.728621 -0.2 0.2 0.1 -0.008
H -5.224306 1.657913 5.204163 0.2 0.0 0.1 0.009
O -6.443403 0.040319 5.936975 -0.2 -0.5 -0.1 -0.051
H -6.014815 -0.783733 5.661071 -0.1 0.3 0.1 0.039
H -7.353803 -0.224829 6.136613 0.3 0.2 0.0 0.056
O 6.167737 0.481486 -0.277207 -0.2 0.0 0.2 -0.061
H 6.814566 0.115119 0.344291 -0.2 -0.2 0.0 0.041
H 5.321178 0.390756 0.185491 0.4 0.0 -0.2 -0.033
O 8.082770 1.562673 -2.566277 0.3 -0.1 0.5 -0.064
H 8.900358 1.898697 -2.169402 -0.3 -0.1 -0.2 0.038
H 7.679208 1.035798 -1.860214 -0.1 0.2 -0.3 -0.004
O -3.806932 5.382596 -6.377384 -0.2 0.1 0.3 -0.070
H -4.436239 6.010055 -5.991196 0.2 -0.2 -0.2 0.036
H -3.565303 4.807246 -5.636053 0.0 0.2 -0.1 -0.012
O -3.620267 0.811602 -2.634420 -0.3 0.0 -0.1 -0.065
H -3.711688 1.709348 -2.987361 0.0 -0.1 0.0 0.021
H -4.436107 0.367452 -2.910320 0.3 0.1 0.0 0.057
O 4.186969 -0.446311 -2.387520 0.3 -0.3 0.1 -0.071
H 4.970997 -0.413543 -1.819103 0.1 0.1 -0.2 0.011
H 4.367559 -1.180816 -2.993222 -0.1 0.2 0.1 0.062
O 4.645372 -4.519025 -2.836556 -0.2 -0.4 0.0 -0.073
H 5.073960 -5.343077 -3.112461 -0.1 0.3 0.0 0.049
H 3.734973 -4.784173 -2.636919 0.3 0.1 -0.1 0.035
O -0.696713 0.633318 5.615172 -0.2 0.1 -0.4 -0.052
H -0.788133 1.531064 5.262230 0.0 -0.2 0.2 0.052
H -1.512552 0.189169 5.339271 0.1 0.2 0.2 0.008
O -1.462060 7.984493 -3.401998 -0.5 0.0 0.2 -0.060
H -1.865173 7.861712 -2.529474 0.2 0.2 -0.2 0.031
H -2.135645 8.466076 -3.905335 0.3 -0.1 0.1 0.049
O 0.724931 5.143379 -2.575721 0.2 -0.3 0.4 -0.065
H 1.637325 5.423093 -2.407885 -0.3 0.1 -0.2 0.052
H 0.735766 4.190819 -2.398250 0.0 0.1 -0.2 -0.024
O 6.701701 -1.492387 2.061711 -0.2 0.0 0.4 -0.056
H 7.348530 -1.858753 2.683209 -0.1 0.1 -0.3 0.058
H 5.855142 -1.583117 2.524410 0.2 0.0 -0.2 0.001
O -2.118893 -2.781107 -1.199266 -0.6 0.1 0.4 -0.065
H -2.522005 -2.903889 -0.326742 0.1 -0.1 -0.2 0.020
H -2.792477 -2.299525 -1.702603 0.2 -0.2 0.1 0.047
```
Forces are in eV/Å.

**Charge**: +1
**Gap between HOMO and LUMO**: 0.2410 hartree
**Max |F|**: 8.3 eV/Å


No. 2
Entry from the Open Molecules 2025 dataset: C30H66B2F2N5O4S3Si3TeV as an isolated structure at a distorted geometry (the ωB97M-V functional and the def2-TZVPD basis).

Geometry as XYZ:
```
117
Properties=species:S:1:pos:R:3:forces:R:3:lowdin_charge:R:1
V 0.232013 -0.132692 0.601708 -1.8 -1.3 0.8 -0.077
C -1.176045 2.757129 3.209822 -0.2 -0.2 0.1 -0.041
N -2.016735 1.566029 3.192867 0.1 0.1 0.0 -0.107
C -2.604027 1.003257 4.307195 0.1 0.2 -0.1 -0.033
C -3.313016 -0.058978 3.871499 0.0 -0.2 -0.2 -0.050
N -3.160961 -0.149105 2.502251 -0.1 -0.1 -0.1 -0.003
B -4.191591 -0.980288 1.658649 0.0 0.0 0.0 -0.423
N -3.649384 -1.718277 0.374511 -0.2 0.1 0.1 0.001
C -4.560363 -2.004611 -0.626941 0.1 0.2 0.2 -0.066
C -4.019127 -2.928483 -1.444803 0.2 -0.1 0.0 -0.063
N -2.756521 -3.197008 -0.944192 0.1 -0.3 -0.1 -0.119
C -1.834850 -4.185295 -1.480652 -0.1 0.1 0.1 -0.040
C -2.543271 -2.448454 0.168383 -0.2 0.0 -0.2 -0.697
S -1.108041 -2.506651 1.105076 0.1 0.1 0.2 0.609
C -2.343570 0.833926 2.104320 -0.1 0.1 0.3 -0.649
S -1.782051 1.147991 0.492477 -0.2 0.2 0.3 0.753
H -0.416297 2.650224 3.977244 -0.1 -0.1 0.0 0.050
H -1.789920 3.637979 3.397548 -0.1 0.0 0.0 0.104
H -0.686567 2.856775 2.250615 0.1 0.0 -0.2 0.060
H -2.461368 1.409235 5.296509 0.0 0.0 -0.1 0.126
H -3.924167 -0.762792 4.412883 0.1 0.1 -0.1 0.120
H -4.642364 -1.824636 2.405543 0.0 0.1 0.0 0.078
H -5.041485 -0.208069 1.259860 0.1 -0.1 0.0 0.078
H -5.530932 -1.534599 -0.652498 0.1 0.0 0.0 0.119
H -4.414433 -3.427704 -2.314993 0.1 0.0 0.1 0.117
H -2.388930 -4.857481 -2.131400 0.0 0.0 0.0 0.091
H -1.392129 -4.752287 -0.665969 0.0 0.0 0.1 0.072
H -1.032278 -3.710113 -2.037592 0.1 0.1 -0.1 0.053
F 1.363798 2.598381 0.006854 0.0 -0.2 0.0 0.118
B 1.235844 1.309996 -0.380563 1.1 1.6 -1.2 -0.818
F 1.788668 1.149705 -1.631600 0.0 0.1 0.2 0.063
C -1.384146 1.715980 -2.801035 -0.1 0.0 0.0 -0.001
C -1.555845 0.225277 -2.674204 0.2 -0.1 0.1 -0.575
N -2.343073 -0.357523 -3.606516 0.0 0.0 0.0 0.185
O -1.021652 -0.451566 -1.798456 -0.1 0.1 -0.2 -0.165
H -1.294689 2.015360 -3.846869 0.0 0.0 0.1 0.090
H -0.499825 2.030865 -2.256755 0.0 0.0 0.0 0.065
H -2.252330 2.209948 -2.357242 0.0 0.0 0.0 0.086
H -2.858077 0.189989 -4.271371 0.0 0.0 0.0 0.107
H -2.559085 -1.333767 -3.507474 -0.1 0.0 0.1 0.100
C 2.607373 -3.722206 -4.034336 0.0 -0.2 0.1 -0.191
Si 3.140680 -1.952614 -3.727182 0.0 0.0 -0.2 0.375
C 4.810949 -1.715300 -4.531630 0.2 0.1 -0.1 -0.186
C 1.893571 -0.795564 -4.495368 -0.1 0.2 0.0 -0.176
C 3.249007 -1.593613 -1.892254 -0.1 0.1 0.1 -0.497
Te 1.342381 -2.017790 -0.950476 1.0 -0.8 -0.6 1.371
C 2.016681 -3.947085 -0.274850 -0.3 0.2 0.0 -0.526
Si 3.290238 -4.220536 1.075950 0.0 -0.2 0.0 0.401
C 4.947634 -3.473197 0.672050 0.2 0.1 0.0 -0.181
C 2.629049 -3.614277 2.696703 -0.1 0.1 0.3 -0.169
C 3.522228 -6.077632 1.151299 0.0 -0.2 0.0 -0.186
H 2.438449 -3.888122 -5.104384 0.0 0.0 0.1 0.035
H 1.676665 -3.953570 -3.504124 0.1 0.0 -0.1 0.007
H 3.373854 -4.434673 -3.701553 -0.1 0.1 -0.1 0.035
H 4.744833 -1.899857 -5.612126 0.0 0.0 0.2 0.033
H 5.550177 -2.410977 -4.115447 -0.1 0.1 -0.1 0.031
H 5.186366 -0.695173 -4.384719 0.0 -0.2 0.0 0.033
H 1.680959 -1.064323 -5.535710 0.0 0.0 0.1 0.035
H 2.258593 0.238917 -4.473284 -0.1 -0.1 0.0 0.041
H 0.954372 -0.828848 -3.931199 0.0 0.0 -0.1 0.007
H 3.470569 -0.537346 -1.722757 0.0 -0.1 0.0 0.010
H 4.010344 -2.197905 -1.395624 -0.1 0.1 0.0 -0.013
H 2.348702 -4.422960 -1.202248 -0.1 0.0 0.0 0.002
H 1.094431 -4.444765 0.041943 0.0 0.0 -0.1 -0.009
H 4.902717 -2.385850 0.601754 0.1 0.0 0.0 0.007
H 5.339768 -3.865608 -0.274535 0.0 0.1 0.1 0.038
H 5.662740 -3.731622 1.462894 -0.1 0.0 -0.1 0.042
H 2.118353 -2.656488 2.576069 0.0 0.1 0.0 -0.003
H 3.425475 -3.470240 3.435789 -0.1 -0.1 -0.1 0.026
H 1.902508 -4.327918 3.104590 0.1 0.1 0.0 0.048
H 3.959815 -6.457907 0.218956 -0.1 0.0 0.2 0.033
H 2.565448 -6.589246 1.309468 0.1 0.0 0.0 0.033
H 4.193247 -6.355289 1.974382 -0.1 0.0 -0.1 0.035
C 3.458600 -1.901953 6.274270 0.1 -0.1 0.0 -0.023
C 2.528823 -0.715840 6.082872 0.0 0.1 0.0 -0.629
C 2.575150 0.186403 7.309967 0.1 0.1 0.0 -0.028
C 1.102941 -1.190811 5.836125 -0.1 0.1 -0.1 -0.042
O 3.047769 0.019644 4.951994 -0.1 -0.1 0.0 -0.145
Si 2.422616 1.150391 3.955993 0.0 0.2 -0.3 -0.053
S 1.079361 0.183478 2.629804 0.1 -0.3 0.6 0.507
O 3.632814 1.933991 3.206414 0.2 0.0 0.1 -0.139
C 4.926815 1.572157 2.690851 -0.1 0.0 0.0 -0.635
C 5.873207 1.243638 3.839821 -0.1 0.0 0.1 -0.020
C 5.415241 2.790442 1.929190 0.0 0.1 -0.1 -0.024
C 4.784213 0.380667 1.760390 -0.2 -0.2 0.0 -0.032
O 1.556689 2.268882 4.777959 0.1 0.1 0.2 -0.173
C 1.856913 3.610451 5.226374 0.1 0.0 -0.1 -0.625
C 0.800595 3.941413 6.266567 -0.1 0.0 0.1 -0.025
C 1.756067 4.561436 4.037408 0.0 -0.1 -0.1 -0.011
C 3.248639 3.695681 5.854942 0.0 -0.1 -0.1 -0.016
H 3.289485 -2.358515 7.253458 0.0 0.0 -0.1 0.090
H 4.497994 -1.568253 6.220322 -0.1 0.0 0.0 0.088
H 3.290043 -2.657092 5.501837 0.0 0.1 0.1 0.066
H 2.185003 -0.343066 8.183135 0.0 0.0 -0.1 0.091
H 1.965353 1.076306 7.139594 0.0 0.0 0.0 0.065
H 3.604342 0.495524 7.516456 -0.1 0.0 0.0 0.093
H 0.774296 -1.813823 6.673025 0.0 0.1 -0.1 0.094
H 1.042337 -1.773224 4.914308 0.0 0.0 0.1 0.066
H 0.419030 -0.339583 5.741170 0.1 -0.1 0.0 0.078
H 6.032510 2.125354 4.467196 0.0 -0.1 0.0 0.085
H 6.840399 0.915476 3.448687 -0.1 0.0 0.0 0.092
H 5.450902 0.450136 4.458449 0.1 0.0 0.0 0.074
H 5.496993 3.647491 2.603276 0.0 -0.1 -0.1 0.087
H 4.708167 3.040268 1.133227 0.1 0.0 0.1 0.092
H 6.395517 2.596016 1.486472 -0.1 0.0 0.0 0.090
H 4.486032 -0.511317 2.324228 0.0 0.1 -0.1 0.085
H 5.733303 0.180824 1.260331 0.0 0.0 0.0 0.093
H 4.015299 0.580547 1.008134 0.1 0.0 0.0 0.084
H -0.201312 3.828495 5.843430 0.1 0.0 0.1 0.076
H 0.921224 4.972047 6.611212 0.0 -0.1 0.0 0.093
H 0.891496 3.272511 7.127298 0.0 0.1 -0.1 0.084
H 0.731575 4.599003 3.655894 0.1 0.0 0.0 0.075
H 2.411347 4.219766 3.233993 0.0 0.1 0.0 0.087
H 2.056257 5.569902 4.336399 -0.1 -0.1 0.0 0.093
H 3.357777 2.958044 6.653417 0.0 0.0 0.0 0.080
H 3.401666 4.692768 6.277343 0.0 -0.1 0.0 0.092
H 4.018677 3.511986 5.102018 -0.1 0.0 0.1 0.072
```
Forces are in eV/Å.

**Gap between HOMO and LUMO (spin up / spin down)**: 0.2695 / 0.2934 hartree
**Max |F|**: 2.4 eV/Å
**Spin multiplicity**: 3


Among the records above, which one has the highest max |F|?
C20H64BrClNO21S2


Look up the max |F| of the first one.
8.3 eV/Å


Which of these has the highest max |F|?
C20H64BrClNO21S2